[1]
Computed, not measured: C40H44BrF4IrN3PSb as an isolated structure at a distorted geometry, with ωB97M-V/def2-TZVPD.

Each line ends with the Löwdin charge.
Atoms and positions in Å:
Ir: 0.10 0.50 -0.97  0.647
F: -3.18 6.11 -3.71  0.212
C: -2.97 4.94 -3.17  -0.104
C: -4.02 4.22 -2.63  -0.108
F: -5.24 4.71 -2.66  0.201
C: -3.79 2.97 -2.06  -0.187
F: -4.82 2.30 -1.58  0.155
C: -2.51 2.43 -2.00  -0.313
P: -2.18 0.84 -1.20  0.979
C: -2.95 -0.40 -2.23  -0.355
C: -3.29 -1.66 -1.72  -0.120
C: -3.94 -2.57 -2.53  -0.034
C: -4.23 -2.25 -3.85  -0.012
C: -3.87 -1.02 -4.37  -0.027
C: -3.23 -0.09 -3.56  -0.064
C: -2.94 0.96 0.42  -0.336
C: -2.43 1.89 1.33  -0.100
C: -3.04 2.04 2.57  -0.041
C: -4.16 1.28 2.89  -0.016
C: -4.68 0.38 1.97  -0.023
C: -4.08 0.22 0.74  -0.058
C: -1.49 3.18 -2.56  -0.499
Br: 0.27 2.45 -2.50  1.022
C: -1.68 4.41 -3.14  -0.231
F: -0.66 5.09 -3.66  0.140
H: -3.06 -1.93 -0.69  0.109
H: -4.23 -3.54 -2.13  0.129
H: -4.74 -2.97 -4.48  0.130
H: -4.09 -0.77 -5.40  0.128
H: -2.97 0.88 -3.98  0.115
H: -1.60 2.52 1.07  0.093
H: -2.66 2.77 3.27  0.121
H: -4.63 1.40 3.86  0.129
H: -5.58 -0.18 2.21  0.129
H: -4.53 -0.45 0.02  0.104
N: 0.16 0.53 9.60  0.213
C: 0.28 0.72 8.47  -0.153
C: 0.43 0.96 7.06  -0.196
C: 0.40 -0.12 6.18  0.011
C: 0.51 0.10 4.81  -0.001
C: 0.64 1.40 4.35  -0.167
C: 0.69 2.48 5.22  0.011
C: 0.58 2.25 6.58  0.020
N: 0.72 1.64 2.92  0.036
C: 1.06 2.83 2.31  0.017
C: 0.99 2.62 0.97  -0.115
N: 0.61 1.31 0.77  -0.203
C: 0.45 0.75 1.96  -0.152
H: 0.29 -1.12 6.56  0.137
H: 0.51 -0.75 4.15  0.105
H: 0.80 3.50 4.87  0.116
H: 0.62 3.08 7.27  0.141
H: 1.35 3.71 2.85  0.140
H: 1.19 3.30 0.16  0.099
H: 0.12 -0.26 2.14  0.128
C: 3.43 -1.51 1.83  -0.097
C: 2.78 -2.49 0.85  -0.667
C: 3.78 -3.52 0.34  -0.077
C: 1.58 -3.17 1.49  -0.098
Sb: 2.10 -1.28 -0.86  1.644
C: 0.86 -2.44 -2.23  -0.706
C: 1.61 -3.58 -2.90  -0.069
C: -0.30 -2.98 -1.41  -0.123
C: 0.34 -1.41 -3.22  -0.105
C: 3.75 -0.09 -1.76  -0.666
C: 3.88 1.14 -0.87  -0.110
C: 5.00 -0.96 -1.73  -0.089
C: 3.37 0.28 -3.18  -0.106
H: 3.74 -2.06 2.73  0.110
H: 2.74 -0.73 2.16  0.061
H: 4.32 -1.04 1.43  0.076
H: 4.08 -4.14 1.19  0.115
H: 4.69 -3.07 -0.06  0.070
H: 3.36 -4.19 -0.41  0.079
H: 1.90 -3.61 2.43  0.109
H: 1.20 -3.98 0.87  0.075
H: 0.76 -2.48 1.71  0.064
H: 1.92 -4.34 -2.17  0.081
H: 2.49 -3.25 -3.45  0.088
H: 0.95 -4.09 -3.61  0.109
H: 0.00 -3.76 -0.72  0.075
H: -1.04 -3.41 -2.09  0.103
H: -0.80 -2.20 -0.83  0.035
H: 1.10 -0.97 -3.86  0.078
H: -0.19 -0.55 -2.72  -0.011
H: -0.43 -1.86 -3.86  0.119
H: 4.04 0.89 0.18  0.076
H: 3.01 1.79 -0.95  0.041
H: 4.75 1.72 -1.20  0.114
H: 5.36 -1.13 -0.72  0.076
H: 5.79 -0.43 -2.27  0.114
H: 4.86 -1.91 -2.24  0.091
H: 2.41 0.80 -3.25  0.015
H: 3.36 -0.58 -3.85  0.093
H: 4.13 0.97 -3.57  0.116

As for the total charge: +3. For the maximum force, the calculation gives 0.0199 Eh/bohr. The value obtained for the LUMO energy (alpha / beta) is -10.96 / -10.98 eV. As for the spin multiplicity: 1. Its energy above the lowest of the compared OMol25 structures with the same formula, charge and spin is 127.8 kJ/mol.


[2]
Computed, not measured: a 16-piece molecular cluster, C41H65FN17O5 overall at a distorted geometry, with ωB97M-V/def2-TZVPD.

Each line ends with the Löwdin charge.
Atoms and positions in Å:
O: -4.42 -0.80 2.04  0.177
C: -3.87 -1.21 1.09  -0.521
F: -3.55 -0.36 0.12  0.159
N: -3.51 -2.59 0.94  0.186
C: -2.20 -2.82 0.38  -0.381
O: -2.08 -3.12 -0.77  0.164
C: -0.96 -2.74 1.29  -0.161
C: -0.67 -1.23 1.57  -0.092
C: 0.86 -0.97 1.66  -0.134
C: 1.60 -2.20 2.26  -0.097
C: 1.47 -3.38 1.27  -0.200
C: 2.60 -3.49 0.23  -0.171
O: 3.14 -2.23 -0.11  -0.115
C: 3.51 -2.14 -1.48  -0.240
O: 3.61 -0.81 -1.88  -0.091
C: 2.55 -0.02 -1.35  -0.184
C: 2.21 1.20 -2.22  -0.187
O: 0.77 1.34 -2.22  -0.081
N: 0.13 -3.43 0.58  0.142
H: -4.15 -2.95 0.22  0.161
H: -1.18 -3.26 2.23  0.177
H: -1.04 -0.68 0.69  0.112
H: -1.24 -0.85 2.41  0.125
H: 1.09 -0.04 2.19  0.115
H: 1.22 -0.86 0.64  0.074
H: 2.66 -1.98 2.40  0.131
H: 1.18 -2.48 3.23  0.125
H: 1.55 -4.30 1.86  0.157
H: 2.24 -4.09 -0.63  0.054
H: 3.41 -4.07 0.70  0.146
H: 4.52 -2.57 -1.60  0.140
H: 2.82 -2.70 -2.13  0.120
H: 1.64 -0.63 -1.31  0.112
H: 2.79 0.28 -0.32  0.102
H: 2.59 2.11 -1.74  0.098
H: 2.51 1.11 -3.26  0.119
H: 0.47 1.26 -1.31  0.049
H: -0.13 -4.41 0.52  0.192
H: 0.25 -3.12 -0.39  0.185
C: -7.37 0.62 1.82  -0.084
C: -8.33 1.18 0.88  -0.249
N: -9.09 1.60 0.13  0.144
H: -7.79 -0.22 2.37  0.062
H: -6.48 0.26 1.30  0.047
H: -7.05 1.36 2.55  0.065
C: 5.07 4.47 -2.94  -0.062
C: 5.19 3.48 -1.89  -0.243
N: 5.28 2.69 -1.06  0.163
H: 4.07 4.49 -3.36  0.046
H: 5.29 5.48 -2.57  0.050
H: 5.77 4.27 -3.76  0.066
C: 3.03 -5.55 -4.63  -0.069
C: 2.56 -5.39 -3.26  -0.219
N: 2.22 -5.26 -2.17  0.140
H: 3.23 -4.58 -5.08  0.057
H: 3.94 -6.13 -4.67  0.082
H: 2.28 -6.05 -5.24  0.093
C: -8.50 -1.60 5.46  -0.057
C: -8.26 -0.22 5.09  -0.241
N: -8.08 0.88 4.79  0.154
H: -7.65 -2.03 5.98  0.087
H: -9.37 -1.69 6.12  0.094
H: -8.69 -2.22 4.58  0.067
C: 4.01 4.44 2.46  -0.060
C: 3.30 3.28 1.93  -0.271
N: 2.75 2.36 1.51  0.141
H: 3.55 4.78 3.39  0.085
H: 5.05 4.20 2.66  0.084
H: 3.98 5.26 1.75  0.088
C: -3.37 3.18 0.39  -0.060
C: -1.99 2.86 0.69  -0.270
N: -0.91 2.58 0.94  0.139
H: -3.65 2.84 -0.61  0.087
H: -4.04 2.69 1.10  0.074
H: -3.55 4.25 0.44  0.092
C: 6.49 0.21 0.68  -0.090
C: 7.86 -0.20 0.98  -0.284
N: 8.93 -0.51 1.21  0.124
H: 6.20 -0.06 -0.34  0.057
H: 5.78 -0.28 1.36  0.077
H: 6.35 1.28 0.78  0.049
C: -8.79 -5.70 2.93  -0.074
C: -9.17 -5.44 4.31  -0.285
N: -9.49 -5.24 5.40  0.135
H: -8.62 -4.77 2.39  0.075
H: -7.86 -6.28 2.89  0.080
H: -9.56 -6.26 2.41  0.087
C: 3.59 2.14 -6.30  -0.071
C: 3.49 3.53 -5.88  -0.264
N: 3.40 4.62 -5.54  0.141
H: 2.63 1.64 -6.25  0.082
H: 3.94 2.08 -7.33  0.088
H: 4.30 1.60 -5.68  0.053
C: 6.50 7.78 -4.83  -0.064
C: 6.03 7.88 -3.45  -0.283
N: 5.65 7.95 -2.37  0.131
H: 6.73 8.76 -5.24  0.084
H: 7.39 7.16 -4.89  0.085
H: 5.74 7.33 -5.47  0.081
C: 7.13 -4.83 -3.26  -0.057
C: 6.17 -4.21 -4.17  -0.264
N: 5.42 -3.73 -4.89  0.146
H: 6.69 -5.68 -2.75  0.084
H: 8.01 -5.17 -3.79  0.090
H: 7.45 -4.12 -2.50  0.085
C: 7.22 0.96 -3.33  -0.065
C: 7.06 1.74 -4.55  -0.270
N: 6.92 2.34 -5.51  0.148
H: 6.46 0.18 -3.25  0.077
H: 8.20 0.48 -3.30  0.088
H: 7.14 1.60 -2.45  0.052
C: -8.39 0.00 -2.78  -0.081
C: -8.99 -1.28 -3.14  -0.286
N: -9.46 -2.29 -3.41  0.121
H: -8.85 0.42 -1.88  0.031
H: -7.32 -0.11 -2.58  0.073
H: -8.49 0.73 -3.58  0.085
C: -6.51 2.92 6.99  -0.094
C: -6.95 3.13 8.36  -0.278
N: -7.29 3.31 9.44  0.123
H: -6.35 3.86 6.47  0.077
H: -5.58 2.36 6.95  0.047
H: -7.26 2.35 6.42  0.030
C: -3.39 0.95 4.88  -0.065
C: -3.59 2.36 5.16  -0.277
N: -3.74 3.48 5.38  0.156
H: -4.30 0.38 5.10  0.080
H: -3.15 0.79 3.83  0.051
H: -2.58 0.54 5.48  0.086

As for the total charge: +1. For the maximum force, the calculation gives 0.0351 Eh/bohr. The value obtained for the LUMO energy is -3.19 eV. As for the spin multiplicity: 1.


[3]
Computed, not measured: C32H33BF5N11O2SSm as an isolated structure, with ωB97M-V/def2-TZVPD.

Each line ends with the Löwdin spin population.
Atoms and positions in Å:
Sm: 0.51 -0.42 -0.68  3.049
C: -2.30 -0.06 -3.38  0.014
C: -2.85 0.01 -1.98  0.017
C: -4.20 0.13 -1.62  0.000
C: -4.20 0.18 -0.25  0.004
N: -2.92 0.11 0.18  0.000
N: -2.08 0.01 -0.89  0.019
B: -2.31 0.18 1.59  0.000
N: -1.57 -1.16 1.89  0.000
C: -2.11 -2.19 2.58  0.000
C: -1.27 -3.28 2.45  0.000
C: -0.22 -2.84 1.64  0.000
C: 0.94 -3.62 1.14  0.002
N: -0.42 -1.55 1.30  -0.004
N: -1.30 1.37 1.64  0.000
C: -1.54 2.61 2.12  0.000
C: -0.45 3.40 1.84  0.000
C: 0.44 2.56 1.14  0.001
C: 1.79 2.88 0.58  0.000
N: -0.10 1.35 1.02  -0.004
N: -3.31 0.40 2.73  0.000
C: -2.94 0.53 4.02  0.000
C: -4.08 0.57 4.79  0.000
C: -5.14 0.44 3.85  0.000
C: -6.61 0.43 4.12  0.000
N: -4.67 0.34 2.62  0.000
H: -2.56 0.85 -3.92  0.000
H: -1.22 -0.18 -3.38  0.004
H: -2.73 -0.91 -3.91  0.002
H: -5.05 0.15 -2.28  0.000
H: -5.00 0.27 0.47  0.000
H: -3.04 -2.08 3.11  0.000
H: -1.40 -4.26 2.88  0.000
H: 1.04 -4.55 1.71  0.000
H: 0.80 -3.87 0.09  0.004
H: 1.88 -3.07 1.24  0.000
H: -2.46 2.84 2.64  0.000
H: -0.30 4.44 2.10  0.000
H: 2.54 2.93 1.38  0.000
H: 2.11 2.14 -0.14  0.000
H: 1.77 3.85 0.08  0.000
H: -1.90 0.57 4.30  0.000
H: -4.15 0.67 5.86  0.000
H: -6.81 0.44 5.19  0.000
H: -7.09 1.30 3.68  0.000
H: -7.07 -0.46 3.69  0.000
F: 4.10 -3.66 -5.52  0.000
C: 3.60 -2.72 -4.71  -0.001
C: 3.29 -3.01 -3.40  0.006
F: 3.49 -4.24 -2.91  0.002
C: 2.78 -2.02 -2.60  0.024
F: 2.45 -2.29 -1.30  0.025
C: 2.54 -0.70 -3.02  0.006
O: 2.06 0.19 -2.19  -0.004
C: 2.87 -0.46 -4.35  0.000
F: 2.67 0.77 -4.86  0.000
C: 3.38 -1.44 -5.18  0.001
F: 3.67 -1.15 -6.45  0.000
C: -1.85 4.18 -3.73  0.000
N: -0.85 3.23 -3.31  0.000
C: 0.23 2.91 -4.25  0.000
C: -0.90 2.62 -2.13  0.000
O: -0.08 1.80 -1.74  -0.002
H: -1.43 5.19 -3.81  0.000
H: -2.67 4.20 -3.00  0.000
H: -2.26 3.90 -4.70  0.000
H: 0.68 3.83 -4.62  0.000
H: -0.17 2.35 -5.10  0.000
H: 0.97 2.30 -3.75  0.000
H: -1.77 2.91 -1.51  0.000
N: 3.14 -0.52 3.32  0.000
C: 2.24 -0.21 2.36  0.000
N: 2.63 -0.56 1.16  -0.002
C: 3.90 -1.13 1.34  0.000
C: 4.82 -1.65 0.42  0.000
C: 6.00 -2.15 0.91  0.000
C: 6.30 -2.15 2.28  0.000
C: 5.42 -1.63 3.20  0.000
C: 4.22 -1.12 2.70  0.000
H: 3.04 -0.34 4.30  0.000
H: 1.29 0.24 2.58  0.000
H: 4.62 -1.64 -0.64  0.000
H: 6.73 -2.56 0.22  0.000
H: 7.25 -2.56 2.62  0.000
H: 5.64 -1.61 4.26  0.000
S: -0.44 -2.54 -2.13  0.838

As for the expectation value of S²: 6.286. For the maximum force, the calculation gives 0.0150 Eh/bohr. The value obtained for the LUMO energy (alpha / beta) is 0.20 / -0.61 eV. As for the spin multiplicity: 5.